# C32H38F42N13O30S14

A structure of composition C32H38F42N13O30S14 at a distorted geometry (the ωB97M-V functional and the def2-TZVPD basis, the OMol25 dataset).

Values from the calculation:
F_max = 8.467 eV/A
Kohn-Sham gap = 6.544 eV

ORCA input file:
```
! wB97M-V def2-TZVPD RIJCOSX def2/J DEFGRID3
* xyz -3 1
C -1.130 6.065 0.430
C -0.033 5.162 0.988
N 0.889 4.618 -0.012
C 0.495 3.845 -1.028
C 1.708 3.324 -1.629
N 2.777 3.848 -0.928
C 2.252 4.591 0.042
C 4.195 3.580 -1.191
H -0.830 6.522 -0.513
H -1.638 6.794 1.062
H -2.046 5.534 0.170
H -0.530 4.363 1.538
H 0.560 5.699 1.729
H -0.538 3.749 -1.328
H 1.893 2.613 -2.421
H 2.875 5.066 0.784
H 4.421 2.760 -1.872
H 4.606 3.309 -0.218
H 4.541 4.444 -1.759
C -1.507 -1.414 -2.662
C -0.857 -0.015 -2.505
N -0.189 0.057 -1.271
C 1.106 -0.388 -1.051
C 1.584 0.081 0.176
N 0.545 0.728 0.802
C -0.541 0.709 -0.104
C 0.689 1.475 2.050
H -2.080 -1.507 -3.585
H -2.108 -1.768 -1.825
H -0.697 -2.137 -2.757
H -1.589 0.793 -2.514
H -0.260 0.207 -3.389
H 1.604 -0.872 -1.878
H 2.547 0.070 0.664
H -1.426 1.319 0.001
H 1.190 0.865 2.801
H -0.207 1.876 2.523
H 1.207 2.418 1.874
C -4.334 -7.800 -2.323
C -2.782 -7.729 -2.332
O -2.086 -8.492 -3.013
N -2.173 -6.643 -1.385
H -2.720 -6.710 -0.538
H -1.200 -6.696 -1.118
C -2.256 -5.189 -1.838
H -4.639 -8.757 -2.745
H -4.798 -6.937 -2.801
H -4.771 -7.632 -1.339
H -3.130 -4.985 -2.458
H -1.401 -5.102 -2.509
H -2.274 -4.508 -0.987
C -2.238 -0.972 3.387
C -2.967 0.388 3.726
O -3.089 1.282 2.876
N -3.603 0.536 5.101
H -4.607 0.629 5.049
H -3.360 -0.183 5.768
C -3.005 1.814 5.773
H -2.999 -1.671 3.038
H -1.820 -1.398 4.299
H -1.465 -0.992 2.618
H -3.293 1.735 6.822
H -3.464 2.670 5.278
H -1.923 1.821 5.648
C -5.057 1.556 -1.167
F -4.240 0.578 -1.471
F -5.923 1.893 -2.170
F -5.813 1.175 -0.097
S -3.914 3.025 -0.678
O -4.736 4.246 -0.815
O -3.479 2.724 0.684
N -2.569 2.907 -1.817
S -2.845 3.942 -2.891
O -4.107 3.767 -3.611
O -2.593 5.366 -2.604
C -1.548 3.486 -4.188
F -1.738 2.236 -4.600
F -1.782 4.271 -5.242
F -0.270 3.720 -3.795
C 6.428 1.429 1.515
F 7.107 2.530 1.593
F 6.030 1.128 0.251
F 7.143 0.481 2.042
S 4.845 1.708 2.582
O 5.274 2.095 3.944
O 4.160 2.858 1.976
N 4.004 0.204 2.418
S 4.035 -0.412 3.844
O 5.406 -0.679 4.270
O 3.150 0.298 4.792
C 3.280 -2.175 3.747
F 4.042 -3.034 3.057
F 2.994 -2.641 4.955
F 2.126 -2.119 3.093
C 6.396 -1.210 -3.398
F 7.148 -0.105 -3.171
F 6.624 -1.644 -4.612
F 6.586 -2.210 -2.563
S 4.502 -0.737 -3.168
O 3.732 -1.978 -3.353
O 4.348 -0.128 -1.862
N 4.400 0.443 -4.357
S 3.158 0.167 -5.137
O 3.240 -0.717 -6.293
O 1.940 -0.074 -4.355
C 2.882 1.921 -5.956
F 1.611 1.971 -6.440
F 3.044 2.915 -5.116
F 3.777 2.105 -6.956
C 1.906 -8.505 -2.419
F 1.023 -8.581 -3.405
F 2.618 -9.648 -2.237
F 2.773 -7.565 -2.714
S 0.954 -8.113 -0.724
O -0.126 -9.070 -0.759
O 1.925 -8.536 0.336
N 0.544 -6.445 -0.902
S 1.539 -5.779 0.009
O 1.278 -5.891 1.449
O 2.910 -5.989 -0.324
C 1.216 -3.923 -0.413
F 1.001 -3.750 -1.697
F 0.029 -3.535 0.225
F 2.220 -3.167 0.054
C -2.872 -0.124 -11.060
F -1.656 -0.304 -11.451
F -3.233 1.016 -11.758
F -3.619 -1.271 -11.414
S -3.160 0.006 -9.123
O -2.929 1.402 -8.878
O -4.534 -0.477 -9.016
N -2.094 -1.180 -8.452
S -1.504 -0.501 -7.262
O -0.463 0.416 -7.712
O -2.398 0.005 -6.177
C -0.631 -2.071 -6.525
F 0.109 -1.765 -5.446
F -1.564 -2.991 -6.182
F 0.165 -2.674 -7.428
C 1.651 3.618 6.594
F 3.004 3.903 6.612
F 1.483 2.329 6.891
F 1.097 4.399 7.516
S 0.948 3.977 4.853
O 1.953 3.592 3.847
O -0.276 3.172 4.734
N 0.838 5.684 4.774
S -0.653 5.895 4.874
O -1.470 5.255 3.759
O -1.198 5.895 6.219
C -0.671 7.808 4.468
F -1.886 8.313 4.682
F 0.261 8.388 5.169
F -0.346 7.810 3.179
C 0.456 -0.524 6.439
F 0.229 -1.579 5.639
F 1.634 -0.746 7.048
F 0.438 0.569 5.647
S -0.944 -0.414 7.777
O -0.436 -1.134 8.916
O -1.111 1.018 8.019
N -2.334 -1.076 6.838
S -2.643 -2.408 7.575
O -1.496 -3.297 7.544
O -3.403 -2.247 8.827
C -3.892 -3.208 6.438
F -3.910 -4.495 6.687
F -5.083 -2.672 6.637
F -3.555 -2.956 5.132
*
```


# C32H38GeNReSb2

A structure of composition C32H38GeNReSb2 at a distorted geometry (the ωB97M-V functional and the def2-TZVPD basis, the OMol25 dataset).

Values from the calculation:
F_max = 2.048 eV/A
energy relative to the best compared isomer or geometry (same formula, charge and spin) = 87.4 kcal per mole
Kohn-Sham gap (spin up / spin down) = 5.727 / 5.519 eV

ORCA input file:
```
! wB97M-V def2-TZVPD RIJCOSX def2/J DEFGRID3
* xyz 3 2
Re -0.297 1.121 0.122
C 0.488 -1.798 1.949
C 1.063 -1.950 0.552
C 2.592 -1.892 0.489
Sb 3.320 -0.119 1.502
C 3.071 1.402 0.021
C 2.042 1.294 -0.933
C 1.763 2.373 -1.779
C 2.492 3.552 -1.662
C 3.527 3.639 -0.744
C 3.807 2.570 0.109
C 5.336 -0.199 2.182
C 6.357 -0.168 1.242
C 7.665 -0.244 1.698
C 7.925 -0.347 3.059
C 6.887 -0.364 3.982
C 5.572 -0.289 3.548
Sb 0.819 0.309 2.674
C 1.195 2.511 2.968
C 0.118 3.376 2.992
C 0.361 4.715 3.290
C 1.653 5.148 3.540
C 2.712 4.249 3.529
C 2.488 2.907 3.241
C 0.993 -0.111 4.763
C 0.400 0.760 5.668
C 0.545 0.520 7.028
C 1.280 -0.572 7.467
C 1.874 -1.434 6.553
C 1.728 -1.212 5.191
H 0.993 -2.421 2.688
H -0.582 -1.986 1.991
H 0.605 -1.197 -0.124
H 0.744 -2.916 0.145
H 2.960 -1.897 -0.537
H 3.030 -2.751 0.998
H 1.642 0.302 -1.193
H 1.034 2.277 -2.576
H 2.285 4.377 -2.330
H 4.128 4.538 -0.693
H 4.615 2.649 0.827
H 6.147 -0.089 0.182
H 8.479 -0.230 0.987
H 8.949 -0.406 3.403
H 7.098 -0.442 5.040
H 4.756 -0.304 4.262
H -0.892 3.022 2.839
H -0.468 5.409 3.344
H 1.837 6.190 3.765
H 3.716 4.580 3.763
H 3.315 2.203 3.281
H -0.170 1.616 5.327
H 0.081 1.187 7.742
H 1.394 -0.753 8.527
H 2.442 -2.288 6.895
H 2.193 -1.895 4.489
C -1.896 -2.232 -1.952
Ge -2.714 -0.493 -1.532
C -4.666 -0.504 -1.579
C -1.959 0.971 -2.649
C -2.082 0.095 0.402
H -2.351 -2.567 -2.885
H -2.117 -2.978 -1.189
H -0.819 -2.168 -2.104
H -4.954 -0.749 -2.602
H -5.070 0.474 -1.324
H -5.081 -1.256 -0.912
H -2.163 0.799 -3.707
H -0.868 1.043 -2.548
H -2.414 1.921 -2.365
H -1.979 -0.827 0.982
H -2.929 0.663 0.796
N -1.778 3.861 0.170
C -1.240 2.844 0.213
H -2.284 4.734 0.163
*
```


# C32H39BKN9O5

A structure of composition C32H39BKN9O5 (the ωB97M-V functional and the def2-TZVPD basis, the OMol25 dataset).

Values from the calculation:
F_max = 0.143 eV/A
energy relative to the best compared isomer or geometry (same formula, charge and spin) = 6.6 kcal per mole
Kohn-Sham gap = 6.819 eV

ORCA input file:
```
! wB97M-V def2-TZVPD RIJCOSX def2/J DEFGRID3
* xyz -2 1
K 0.279 1.628 -0.911
O -0.958 5.392 -3.873
C -0.616 6.458 -3.141
C -0.510 7.705 -3.766
C -0.164 8.828 -3.037
C 0.083 8.731 -1.671
C -0.021 7.495 -1.051
C -0.366 6.349 -1.759
C -0.493 5.013 -1.084
O -0.780 4.005 -1.828
N -0.260 4.999 0.203
N -0.592 3.796 0.796
C 0.170 3.421 1.742
C -0.123 2.180 2.494
C 0.940 1.406 2.962
C 0.665 0.202 3.582
C -0.657 -0.187 3.731
C -1.645 0.660 3.255
N -1.401 1.822 2.657
H -0.953 4.626 -3.187
H -0.706 7.760 -4.830
H -0.086 9.787 -3.538
H 0.356 9.609 -1.098
H 0.165 7.382 0.009
H 1.091 3.961 1.971
H 1.957 1.701 2.745
H 1.477 -0.444 3.894
H -0.919 -1.147 4.159
H -2.688 0.374 3.331
C 1.179 -0.579 -4.118
C 0.711 -1.472 -3.017
C 0.974 -2.838 -2.810
C 0.431 -3.126 -1.573
C 0.447 -4.433 -0.852
N -0.126 -1.989 -1.102
N 0.039 -0.978 -1.992
B -0.886 -1.643 0.202
N -2.424 -1.685 -0.028
N -3.196 -1.115 0.929
C -4.451 -1.264 0.544
C -5.569 -0.731 1.382
C -4.510 -1.935 -0.691
C -3.192 -2.182 -1.023
C -2.690 -2.872 -2.251
N -0.471 -2.643 1.321
N 0.790 -2.514 1.797
C 0.958 -3.459 2.708
C 2.248 -3.582 3.455
C -0.215 -4.226 2.831
C -1.101 -3.674 1.923
C -2.486 -4.141 1.614
H 1.383 -1.146 -5.029
H 0.431 0.182 -4.344
H 2.093 -0.072 -3.799
H 1.523 -3.515 -3.446
H 0.925 -5.180 -1.487
H 1.000 -4.368 0.086
H -0.560 -4.786 -0.614
H -0.566 -0.539 0.559
H -5.157 -0.209 2.244
H -6.187 -0.028 0.820
H -6.221 -1.532 1.741
H -5.379 -2.181 -1.282
H -1.981 -2.258 -2.806
H -2.192 -3.815 -2.016
H -3.541 -3.092 -2.897
H 3.001 -2.937 3.002
H 2.127 -3.287 4.501
H 2.612 -4.612 3.445
H -0.400 -5.065 3.484
H -2.709 -5.010 2.235
H -3.229 -3.367 1.807
H -2.593 -4.436 0.567
C 5.308 -0.162 0.502
C 3.878 -0.647 0.308
C 3.834 -1.887 -0.579
O 3.405 -0.982 1.610
C 3.066 0.523 -0.331
O 3.039 0.580 -1.582
O 2.514 1.319 0.463
H 5.908 -0.952 0.963
H 5.308 0.711 1.155
H 5.748 0.110 -0.459
H 4.443 -2.677 -0.128
H 4.195 -1.660 -1.581
H 2.807 -2.245 -0.667
H 2.461 -1.209 1.542
*
```


no.,electronic energy (Eh)
1,-13979.86381
2,-3931.37144
3,-2736.87075